No. 1
Computed, not measured: a molecular structure, C36H38AsN3RhS, with the ωB97M-V functional and the def2-TZVPD basis.

```
80
Properties=species:S:1:pos:R:3:lowdin_charge:R:1
Rh -1.87 -0.62 1.72 0.969
S -4.55 -3.44 3.82 1.060
C -4.24 -2.19 4.94 -0.400
C -3.44 -1.21 4.43 -0.204
C -3.04 -1.47 3.08 -0.303
C -3.59 -2.65 2.64 -0.538
C -3.40 -3.06 1.26 -0.269
C -3.87 -4.22 0.67 -0.004
C -3.63 -4.46 -0.67 -0.031
C -2.92 -3.52 -1.40 -0.031
C -2.46 -2.39 -0.76 -0.103
N -2.68 -2.16 0.54 -0.007
H -4.68 -2.24 5.93 0.071
H -3.14 -0.35 5.00 0.085
H -4.43 -4.93 1.27 0.113
H -4.00 -5.36 -1.14 0.120
H -2.71 -3.66 -2.45 0.115
H -1.90 -1.64 -1.30 0.057
C 0.85 -2.37 -6.55 -0.040
C 0.77 -1.96 -5.11 -0.256
C 1.69 -2.41 -4.18 -0.010
C 1.63 -2.02 -2.85 -0.307
C 2.69 -2.55 -1.91 -0.086
C 0.63 -1.13 -2.42 -0.307
As 0.82 -0.81 -0.48 1.362
N -0.72 0.09 0.10 -0.285
C -1.04 1.38 0.23 -0.405
C -0.18 2.50 0.00 -0.002
C -0.62 3.74 0.36 -0.045
C -1.88 3.95 0.98 -0.068
C -2.71 2.89 1.22 -0.078
C -2.34 1.61 0.77 -0.085
C 2.31 0.46 -0.25 -0.311
C 2.87 0.46 1.04 -0.284
C 2.32 -0.33 2.21 -0.079
C 3.99 1.24 1.31 -0.015
C 4.60 2.01 0.34 -0.257
C 5.82 2.84 0.63 -0.041
C 4.04 2.00 -0.94 -0.011
C 2.92 1.25 -1.25 -0.281
C 2.40 1.37 -2.67 -0.037
C -0.34 -0.69 -3.35 -0.281
C -1.46 0.27 -3.06 -0.050
C -0.23 -1.11 -4.67 -0.014
H 1.66 -3.08 -6.72 0.078
H 1.02 -1.51 -7.19 0.087
H -0.08 -2.84 -6.88 0.085
H 2.49 -3.08 -4.49 0.119
H 3.40 -3.17 -2.45 0.083
H 2.25 -3.15 -1.11 0.070
H 3.26 -1.75 -1.43 0.067
H 0.80 2.35 -0.40 0.090
H 0.02 4.60 0.18 0.115
H -2.20 4.95 1.21 0.111
H -3.69 3.04 1.65 0.117
H -3.11 0.83 0.76 0.092
H 1.70 -1.17 1.91 0.020
H 1.71 0.31 2.85 0.059
H 3.14 -0.72 2.81 0.085
H 4.41 1.22 2.31 0.120
H 6.15 2.70 1.66 0.077
H 5.61 3.90 0.49 0.086
H 6.64 2.57 -0.04 0.087
H 4.50 2.60 -1.72 0.124
H 2.79 2.28 -3.12 0.084
H 1.32 1.41 -2.71 0.058
H 2.72 0.53 -3.29 0.090
H -1.97 0.06 -2.13 0.038
H -2.20 0.21 -3.86 0.084
H -1.11 1.30 -3.02 0.085
H -0.97 -0.76 -5.38 0.122
C -1.49 3.38 5.12 -0.071
C -0.38 2.35 4.92 -0.184
C -0.75 1.36 3.91 -0.104
N -1.03 0.58 3.13 0.109
H -1.17 4.10 5.87 0.085
H -2.41 2.91 5.46 0.083
H -1.69 3.92 4.19 0.069
H -0.16 1.81 5.84 0.129
H 0.55 2.82 4.59 0.127
```

Largest force on an atom: 0.71 eV/A
Frontier orbital gap (spin up / spin down): 0.2009 / 0.2006 Eh
Energy relative to the best compared isomer or geometry (same formula, charge and spin): 8.6 kcal per mole
Charge: +1
LUMO (spin up / spin down): -0.17904 / -0.17874 hartree

No. 2
Computed, not measured: a molecular structure, C36H38BF3FeO3S at a distorted geometry, with the ωB97M-V functional and the def2-TZVPD basis.

```
83
Properties=species:S:1:pos:R:3:lowdin_charge:R:1
C -3.48 6.95 -0.09 -0.098
C -2.74 5.76 0.38 -0.564
C -2.44 5.42 1.68 -0.101
C -1.76 4.16 1.79 -0.095
C -1.53 3.57 0.56 -0.321
B -1.04 2.02 0.26 -0.832
C 0.61 2.27 0.21 -0.054
C 1.37 2.06 1.35 -0.016
C 2.74 2.34 1.34 0.001
C 3.33 2.78 0.16 -0.147
C 4.84 2.96 0.07 -0.506
F 5.32 2.49 -1.13 0.106
F 5.21 4.28 0.16 0.123
F 5.51 2.29 1.05 0.106
C 2.57 3.06 -0.96 -0.002
C 1.19 2.78 -0.94 -0.007
O -1.63 1.37 1.40 0.128
C -2.66 0.52 0.91 -0.433
C -2.10 -0.89 0.89 -0.013
C -3.86 0.61 1.84 0.000
C -2.89 1.04 -0.62 -0.448
C -3.14 -0.04 -1.66 -0.001
C -4.02 2.06 -0.68 -0.043
O -1.65 1.63 -0.97 0.099
S -2.09 4.59 -0.73 1.033
H -3.80 7.53 0.78 0.083
H -2.84 7.58 -0.73 0.083
H -4.36 6.65 -0.67 0.082
H -2.73 6.03 2.53 0.111
H -1.46 3.73 2.74 0.118
H 0.89 1.73 2.28 0.127
H 3.33 2.21 2.24 0.122
H 3.03 3.48 -1.85 0.130
H 0.59 3.00 -1.82 0.127
H -2.86 -1.64 0.68 0.112
H -1.31 -0.95 0.13 0.061
H -1.62 -1.12 1.85 0.106
H -4.64 -0.10 1.51 0.098
H -3.59 0.33 2.86 0.097
H -4.29 1.62 1.86 0.083
H -4.01 -0.64 -1.37 0.096
H -3.36 0.44 -2.63 0.096
H -2.27 -0.69 -1.82 0.088
H -4.98 1.56 -0.53 0.101
H -3.90 2.84 0.08 0.067
H -4.03 2.54 -1.67 0.088
C -3.81 -6.00 -0.47 -0.063
O -3.06 -5.53 0.67 -0.092
C -1.88 -4.88 0.43 -0.280
C -1.17 -4.41 1.57 -0.007
C -0.26 -3.41 1.40 -0.056
C 0.07 -2.88 0.12 -0.250
C 0.81 -1.64 0.01 -0.001
C 1.82 -1.53 -0.97 -0.260
C 2.73 -0.40 -1.13 -0.084
C 3.66 -0.68 -2.19 -0.101
C 3.40 -2.03 -2.67 -0.111
C 2.31 -2.57 -1.90 -0.102
Fe 3.75 -2.02 -0.72 0.247
C 3.94 -3.35 0.75 -0.126
C 4.08 -1.99 1.26 -0.120
C 5.14 -1.34 0.52 -0.125
C 5.68 -2.30 -0.43 -0.132
C 4.93 -3.54 -0.29 -0.133
C -0.48 -3.55 -1.01 -0.035
C -1.39 -4.59 -0.86 -0.022
H -4.66 -6.52 -0.02 0.093
H -4.14 -5.17 -1.11 0.095
H -3.20 -6.69 -1.08 0.090
H -1.44 -4.81 2.54 0.118
H 0.21 -2.94 2.28 0.121
H 0.82 -0.93 0.84 0.120
H 2.59 0.53 -0.58 0.087
H 4.39 0.03 -2.59 0.122
H 3.87 -2.52 -3.52 0.120
H 1.82 -3.53 -2.00 0.108
H 3.30 -4.12 1.17 0.114
H 3.56 -1.59 2.12 0.115
H 5.54 -0.36 0.73 0.106
H 6.55 -2.15 -1.06 0.115
H 5.15 -4.48 -0.79 0.113
H -0.27 -3.19 -2.02 0.120
H -1.77 -5.13 -1.73 0.107
```

Largest force on an atom: 6.33 eV/A
Frontier orbital gap (spin up / spin down): 0.1971 / 0.1890 Eh
Spin multiplicity: 5
LUMO (spin up / spin down): 0.01950 / -0.10729 hartree

No. 3
Computed, not measured: a molecular structure, C36H38BrN2OPtSSi, with the ωB97M-V functional and the def2-TZVPD basis.

```
81
Properties=species:S:1:pos:R:3:lowdin_charge:R:1
Pt 0.07 0.41 0.28 0.953
C 1.70 -0.76 0.53 -0.315
Si 1.31 -2.25 -0.52 0.618
C -0.44 -2.53 0.17 -0.195
N -1.20 -1.23 0.14 -0.317
C -1.91 -1.08 -1.16 -0.178
C -2.93 -2.19 -1.42 -0.157
C -3.63 -2.65 -0.14 -0.177
C -3.62 -1.52 0.88 -0.163
C -2.20 -1.13 1.27 -0.162
C 1.23 -1.85 -2.34 -0.277
C 0.66 -2.77 -3.23 -0.108
C 0.53 -2.47 -4.58 -0.073
C 0.96 -1.24 -5.06 -0.077
C 1.53 -0.32 -4.20 -0.077
C 1.66 -0.62 -2.85 -0.101
C 2.34 -3.76 -0.19 -0.244
C 3.10 -4.36 -1.21 -0.090
C 3.88 -5.48 -0.95 -0.075
C 3.91 -6.02 0.33 -0.076
C 3.17 -5.44 1.35 -0.080
C 2.40 -4.32 1.09 -0.100
H 2.59 -0.18 0.30 0.021
H 1.73 -1.04 1.59 0.024
H -0.32 -2.82 1.21 0.088
H -1.02 -3.31 -0.32 0.087
H -1.16 -1.04 -1.95 0.105
H -2.41 -0.11 -1.12 0.096
H -2.46 -3.03 -1.94 0.107
H -3.67 -1.78 -2.12 0.121
H -3.13 -3.52 0.29 0.111
H -4.65 -2.96 -0.35 0.116
H -4.16 -1.79 1.79 0.122
H -4.14 -0.65 0.46 0.108
H -1.82 -1.74 2.09 0.121
H -2.18 -0.10 1.63 0.077
H 0.33 -3.74 -2.87 0.112
H 0.09 -3.19 -5.26 0.107
H 0.86 -1.01 -6.12 0.106
H 1.89 0.63 -4.58 0.104
H 2.11 0.11 -2.18 0.085
H 3.08 -3.95 -2.21 0.097
H 4.46 -5.93 -1.74 0.107
H 4.52 -6.90 0.53 0.107
H 3.20 -5.86 2.35 0.106
H 1.83 -3.87 1.90 0.097
Br -1.41 -0.75 6.36 0.765
C -0.38 0.39 5.26 -0.682
C 0.97 0.57 5.49 -0.097
C 1.66 1.41 4.63 -0.041
C 0.98 2.02 3.59 -0.145
N -0.32 1.84 3.38 0.051
C -0.99 1.05 4.21 -0.203
H 1.46 0.07 6.31 0.111
H 2.72 1.59 4.77 0.113
H 1.50 2.66 2.89 0.096
H -2.06 0.93 4.04 0.101
O 1.24 2.13 0.43 -0.623
S 0.80 2.89 -0.83 1.061
C 1.01 4.60 -0.43 -0.382
C 0.55 5.12 0.78 -0.054
C 0.78 6.46 1.04 -0.049
C 1.44 7.26 0.11 -0.050
C 1.89 6.72 -1.08 -0.056
C 1.68 5.37 -1.36 -0.076
C -0.97 2.67 -0.80 -0.418
C -1.64 2.49 0.42 -0.139
C -3.02 2.31 0.38 -0.064
C -3.71 2.31 -0.82 -0.061
C -3.02 2.48 -2.02 -0.055
C -1.65 2.65 -2.02 -0.071
H 0.04 4.50 1.50 0.107
H 0.43 6.89 1.97 0.116
H 1.61 8.30 0.33 0.115
H 2.42 7.34 -1.80 0.115
H 2.04 4.93 -2.28 0.111
H -1.12 2.54 1.37 0.068
H -3.56 2.19 1.32 0.121
H -4.78 2.19 -0.83 0.117
H -3.56 2.48 -2.96 0.118
H -1.10 2.77 -2.94 0.120
```

Largest force on an atom: 0.17 eV/A
Frontier orbital gap: 0.3069 Eh
Energy relative to the best compared isomer or geometry (same formula, charge and spin): 19.0 kcal per mole
Charge: +1
LUMO: -0.10220 hartree